Here is the molecule C5H4O2 from OMol25. Energies are from ωB97M-V/def2-TZVPD.

- Calculated total energy: -343.37310 Ha
- Energy above the lowest of the compared OMol25 structures with the same formula, charge and spin: 12.1 kcal per mole
- Largest force on an atom: 0.542 eV/Å
- HOMO energy: -9.419 eV
- HOMO-LUMO gap: 0.324 Eh
- SMILES: O=C1C=CCC1=O

Each atom is followed by the atoms it is bonded to, with distances in Å.
Geometry (Å):
1 O -0.74 2.30 0.28  C2 1.200
2 C -0.34 1.19 0.07  O1 1.200, C3 1.523, C6 1.553
3 C -1.14 -0.06 -0.27  C2 1.523, C4 1.510, H8 1.094, H9 1.099
4 C -0.15 -1.17 0.01  C3 1.510, C5 1.340, H10 1.086
5 C 1.10 -0.74 0.20  C4 1.340, C6 1.478, H11 1.084
6 C 1.15 0.74 0.15  C2 1.553, C5 1.478, O7 1.206
7 O 2.10 1.48 0.17  C6 1.206
8 H -2.08 -0.13 0.30  C3 1.094
9 H -1.41 -0.04 -1.33  C3 1.099
10 H -0.45 -2.21 0.04  C4 1.086
11 H 1.97 -1.35 0.38  C5 1.084